[1]
Formula: C5H8O2
Source: the OMol25 dataset
Level of theory: ωB97M-V with the def2-TZVPD basis set

Cartesian coordinates (Å):
C1 -0.15653 2.13143 -0.36274
C2 -0.87721 -0.74640 -0.31315
C3 -1.01049 -1.71914 0.78926
C4 0.54679 -0.59731 -0.75223
C5 1.28402 0.28889 0.27944
O1 2.21174 -0.12613 0.92069
O2 0.85347 1.54468 0.46172
H1 0.28358 2.47091 -1.30551
H2 -0.97863 1.43082 -0.55031
H3 -0.52363 2.99198 0.19751
H4 -0.09884 -2.12367 1.25545
H5 -1.70772 -1.34167 1.54709
H6 -1.56731 -2.54518 0.31272
H7 1.11293 -1.53769 -0.74174
H8 0.62784 -0.12152 -1.73820

Forces on atoms 1 to 6 (eV/Å):
C -0.1380 0.1040 -0.1590
C 0.1832 -0.2798 0.1812
C 0.0927 0.0797 -0.0032
C -0.0898 0.0306 -0.0910
C 0.2514 -0.1320 0.2597
O -0.4202 0.1376 -0.2344

## Properties
**HOMO**: -8.657 eV
**Net charge**: 0
**Gap between HOMO and LUMO**: 8.2281 eV
**Electronic energy**: -345.6588 Eh

[2]
Formula: C5H8O2
Source: the OMol25 dataset
Level of theory: ωB97M-V with the def2-TZVPD basis set

Cartesian coordinates (Å):
C1 -1.33209 1.16013 -0.30884
C2 -0.19663 0.23669 0.01637
C3 0.01481 -0.43607 1.36796
O1 1.44559 -0.46515 1.20939
C4 1.33780 0.26236 -0.00913
C5 0.57427 -0.51141 -1.02948
O2 0.55302 -1.88745 -1.21870
H1 -1.52972 1.89554 0.47815
H2 -1.14575 1.69442 -1.24566
H3 -2.24010 0.56153 -0.45269
H4 -0.40831 -1.43673 1.53091
H5 -0.26313 0.21189 2.20872
H6 2.07055 1.04472 -0.19511
H7 0.56884 -0.01500 -1.99829
H8 0.55084 -2.31548 -0.35359

Forces on atoms 1 to 6 (eV/Å):
C -0.0106 0.0591 -0.0216
C -0.2020 -0.0132 -0.0554
C -0.3188 -0.1419 0.0815
O 0.0794 -0.0355 -0.0099
C 0.2888 0.1813 -0.1720
C -0.1078 0.2834 -0.1019

## Properties
**HOMO**: -9.158 eV
**Net charge**: 0
**Gap between HOMO and LUMO**: 10.0166 eV
**Electronic energy**: -345.7076 Eh